# 1
The following is a DFT calculation (ωB97M-V/def2-TZVPD) of 2 unconnected molecules or ions with the total composition C15H21BF14NO3S at a distorted geometry.

The calculation puts the HOMO-LUMO gap at 8.223 eV. The highest occupied orbital energy is -0.2075 Ha. The total energy is -73088.6862 eV. Its charge is -1.

Each line ends with the Löwdin charge.
Element x y z (Å)
C 2.2887 -3.2392 -1.3995  -0.04
C 1.9262 -1.8355 -0.8946  -0.25
F 0.8818 -1.9403 0.0333  -0.05
B 1.5766 -0.7680 -2.1227  -0.68
C 2.8494 0.2238 -2.4449  -0.30
F 3.8367 -0.5484 -2.9783  0.10
F 2.5930 1.1819 -3.3687  0.09
C 3.4538 0.9701 -1.2039  -0.63
F 3.9160 2.1525 -1.5468  0.17
F 2.6139 1.1109 -0.2352  0.21
F 4.5022 0.3083 -0.7505  0.16
O 1.2380 -1.4285 -3.4137  -0.03
C 0.0082 -0.9818 -3.8893  -0.50
S 0.3535 -0.0222 -5.4439  0.80
C -0.7021 -0.1957 -2.6875  -0.32
C -1.8557 -1.1026 -2.2351  -0.27
C -1.4319 -2.5221 -1.8967  0.01
F -2.8295 -1.1791 -3.2328  -0.01
C -1.1889 1.2107 -3.0353  -0.44
F -0.1871 2.0292 -3.2957  0.15
F -1.9626 1.2226 -4.1227  0.12
C -2.0263 1.9324 -1.9304  -0.38
F -3.2570 1.4855 -1.8672  0.19
F -2.1339 3.2057 -2.3349  0.15
C -1.3915 2.0166 -0.5223  -0.59
F -1.5559 0.9215 0.1891  0.18
F -0.1388 2.3418 -0.5357  0.23
F -2.0325 2.9889 0.1346  0.16
O 0.2901 -0.1553 -1.7645  0.09
H 1.4275 -3.9008 -1.3668  0.07
H 2.7893 -3.2186 -2.3610  0.08
H 3.0067 -3.6608 -0.6906  0.07
H 2.7839 -1.5098 -0.3027  0.11
H -0.5191 -1.8554 -4.2571  0.10
H 1.6806 -0.1370 -5.6137  -0.13
H -2.3804 -0.7068 -1.3719  0.13
H -1.7495 -2.8282 -0.9066  0.09
H -1.9300 -3.1927 -2.5948  0.09
H -0.3690 -2.7050 -1.9827  0.06
C 0.4245 -0.1696 4.8715  -0.07
C -0.2492 0.6565 3.7792  -0.42
C -0.8768 1.9650 4.2870  -0.20
O -2.0966 1.8119 4.9955  -0.19
C -1.9601 1.4079 6.3422  -0.12
N -1.2224 -0.1850 3.0820  0.06
H -0.2939 -0.7235 5.4760  0.06
H 1.0913 -0.9051 4.4207  0.08
H 1.0213 0.4603 5.5361  0.07
H 0.5270 0.9357 3.0604  0.14
H -1.1245 2.5772 3.4161  0.12
H -0.1603 2.5440 4.8864  0.12
H -1.0695 1.8404 6.8081  0.09
H -1.9323 0.3188 6.4240  0.07
H -2.8406 1.7570 6.8839  0.08
H -1.5819 0.3291 2.2832  0.05
H -2.0308 -0.2892 3.6913  0.07

=====

# 2
The following is a DFT calculation (ωB97M-V/def2-TZVPD) of a molecular structure, C3H12NS at a distorted geometry.

The calculation puts the HOMO-LUMO gap at 10.572 eV. The highest occupied orbital energy is -0.5103 Ha. The total energy is -15623.8575 eV. Its charge is +1. As for the energy above the lowest of the compared OMol25 structures with the same formula, charge and spin: 16.8 kcal/mol.

Each line ends with the Löwdin charge.
Element x y z (Å)
N -0.7275 -1.7125 -0.7762  0.14
H -1.5858 -1.2193 -0.4570  0.09
H -0.9308 -2.1525 -1.6990  0.14
H 0.0239 -0.8109 -0.9585  -0.07
H -0.3878 -2.4205 -0.0797  0.15
C -1.6099 0.8898 0.8597  -0.16
C -0.0924 1.0101 0.8006  -0.40
S 0.5895 0.7500 -1.0122  0.88
C 2.3008 0.2966 -0.5420  -0.34
H -2.1010 1.3441 1.6746  0.07
H -1.8767 -0.1787 0.9697  0.06
H -2.1420 1.2650 -0.0753  0.11
H 0.3685 0.2967 1.4611  0.07
H 0.2829 2.0550 1.0845  0.11
H 2.6557 1.0022 0.2183  0.05
H 2.3062 -0.7373 -0.0597  0.07
H 2.9264 0.3223 -1.4087  0.03

=====

> Which value of charge does entry 2 give?

+1

=====

> Among the records above, which one has the lowest HOMO-LUMO gap?

C15H21BF14NO3S

=====

> Which of these has the highest charge?

C3H12NS

=====

> Which of these has the highest highest occupied orbital energy?

C15H21BF14NO3S